Molecular formula: C21H19BrN3O3PdSbSe4
Method: DFT, the ωB97M-V functional and the def2-TZVPD basis

Each line ends with the Mulliken spin population.
Element x y z (Å)
Pd  0.51  -1.15  -1.68  0.00
O  0.46  1.89  -3.88  0.00
C  1.68  2.38  -3.59  0.00
C  2.40  3.00  -4.62  0.00
C  3.64  3.55  -4.38  0.00
C  4.19  3.50  -3.10  0.00
C  3.48  2.89  -2.09  0.00
C  2.23  2.31  -2.31  0.00
C  1.45  1.68  -1.16  0.00
O  0.39  0.89  -1.61  0.00
N  2.40  0.98  -0.31  0.00
N  1.82  0.36  0.76  0.00
C  2.17  -0.85  0.97  0.00
C  1.68  -1.65  2.08  0.00
Br  0.76  -0.72  3.45  0.00
C  1.86  -2.97  2.12  0.00
C  1.35  -3.94  3.10  0.00
C  0.00  -3.97  3.46  0.00
C  -0.47  -4.92  4.36  0.00
C  0.40  -5.85  4.91  0.00
C  1.74  -5.84  4.54  0.00
C  2.20  -4.90  3.64  0.00
H  0.18  1.39  -3.06  0.00
H  1.95  3.02  -5.60  0.00
H  4.18  4.02  -5.19  0.00
H  5.16  3.94  -2.91  0.00
H  3.90  2.85  -1.09  0.00
H  1.02  2.48  -0.54  0.00
H  2.98  0.36  -0.88  0.00
H  2.81  -1.38  0.26  0.00
H  2.43  -3.38  1.30  0.00
H  -0.68  -3.25  3.02  0.00
H  -1.52  -4.93  4.63  0.00
H  0.04  -6.59  5.61  0.00
H  2.42  -6.57  4.96  0.00
H  3.25  -4.90  3.34  0.00
O  -1.62  -1.13  -1.37  0.00
N  -2.05  -1.44  -0.18  0.00
C  -2.57  -2.66  0.04  0.00
C  -3.08  -2.98  1.29  0.00
C  -3.04  -2.05  2.31  0.00
C  -2.48  -0.81  2.06  0.00
C  -1.98  -0.52  0.81  0.00
H  -2.54  -3.32  -0.81  0.00
H  -3.49  -3.97  1.44  0.00
H  -3.43  -2.29  3.29  0.00
H  -2.41  -0.05  2.83  0.00
H  -1.49  0.40  0.52  0.00
Se  2.63  -1.27  -2.90  0.00
Sb  1.27  -3.24  -3.59  -0.05
Se  -0.27  -3.33  -5.42  0.22
Se  2.70  -5.12  -4.40  0.84
Se  0.54  -3.58  -1.24  -0.01

Calculated values
Energy above the lowest of the compared OMol25 structures with the same formula, charge and spin in kJ/mol: 0.0
<S²>: 0.759
Spin multiplicity: 2
HOMO (spin up / spin down) in eV: -5.17 / -5.10
Charge: -1